# 1
Density functional theory data (ωB97M-V/def2-TZVPD) for C38H102FeN9O11 as an isolated structure at a distorted geometry.

```
161
Properties=species:S:1:pos:R:3:lowdin_charge:R:1
Fe 3.632 -1.333 0.736 1.31
C -0.110 0.491 -0.280 0.07
C 1.336 0.042 -0.144 -0.65
O 1.699 -0.549 0.870 -0.05
O 2.182 0.169 -1.056 0.04
H -0.247 1.317 -0.978 0.08
H -0.509 0.799 0.687 0.08
H -0.611 -0.391 -0.679 0.08
C -2.852 -0.673 1.927 -0.03
C -1.820 -1.171 2.960 -0.41
C -2.323 -2.379 3.827 -0.17
O -3.457 -2.080 4.683 -0.19
C -3.183 -1.433 5.965 -0.07
N -0.660 -1.700 2.316 0.06
H -3.110 -1.468 1.228 0.07
H -2.448 0.223 1.456 0.04
H -3.830 -0.398 2.322 0.09
H -1.660 -0.380 3.693 0.09
H -1.522 -2.768 4.456 0.12
H -2.633 -3.193 3.172 0.12
H -4.103 -1.025 6.384 0.09
H -2.328 -0.761 5.886 0.07
H -2.885 -2.164 6.717 0.08
H -0.059 -1.030 1.858 0.02
H -0.058 -2.256 2.906 0.07
C 0.502 5.044 5.875 -0.03
C 1.967 4.429 5.707 -0.42
C 2.027 3.463 4.515 -0.20
O 1.054 2.449 4.720 -0.16
C 0.858 1.653 3.599 -0.13
N 2.865 5.541 5.622 0.03
H 0.370 5.810 6.638 0.08
H -0.163 4.205 6.080 0.05
H 0.161 5.441 4.919 0.07
H 2.151 3.825 6.595 0.13
H 3.020 3.025 4.417 0.11
H 1.873 3.951 3.553 0.12
H 0.635 2.260 2.721 0.09
H 0.044 0.968 3.834 0.07
H 1.615 0.900 3.380 0.06
H 3.815 5.198 5.587 0.07
H 2.890 5.916 6.560 0.08
C 2.777 -2.841 -3.354 -0.04
C 3.088 -1.612 -4.248 -0.33
C 1.844 -0.788 -4.722 -0.17
O 1.014 -1.603 -5.587 -0.18
C -0.196 -0.984 -5.960 -0.10
N 3.910 -0.704 -3.365 0.04
H 3.666 -3.262 -2.884 0.06
H 2.203 -3.582 -3.910 0.09
H 2.187 -2.467 -2.518 0.05
H 3.581 -1.968 -5.152 0.15
H 2.133 0.082 -5.312 0.12
H 1.380 -0.438 -3.800 0.11
H -0.822 -1.704 -6.487 0.10
H -0.027 -0.147 -6.638 0.09
H -0.696 -0.650 -5.050 0.07
H 3.936 0.155 -3.896 0.10
H 3.224 -0.441 -2.672 0.02
C -0.998 4.608 -5.795 -0.04
C -0.131 3.783 -4.824 -0.46
C -0.852 2.575 -4.192 -0.17
O -2.012 2.929 -3.409 -0.21
C -1.652 3.616 -2.206 -0.07
N 1.134 3.412 -5.407 0.03
H -0.510 5.458 -6.272 0.08
H -1.836 4.981 -5.207 0.07
H -1.450 3.951 -6.538 0.08
H 0.180 4.426 -4.001 0.12
H -0.079 2.082 -3.603 0.10
H -1.126 1.946 -5.039 0.12
H -2.433 3.582 -1.446 0.07
H -1.377 4.639 -2.463 0.10
H -0.799 3.050 -1.831 0.06
H 1.577 4.224 -5.812 0.08
H 1.082 2.709 -6.131 0.06
C 6.975 -0.382 -1.744 0.00
C 5.984 -0.467 -0.577 -0.39
C 5.482 0.844 -0.081 -0.14
O 4.665 0.476 1.004 -0.28
C 4.129 1.563 1.724 -0.04
N 4.891 -1.404 -0.888 0.01
H 6.478 0.296 -2.438 0.09
H 7.203 -1.342 -2.209 0.10
H 7.945 0.073 -1.544 0.10
H 6.402 -1.073 0.227 0.15
H 4.841 1.326 -0.819 0.15
H 6.289 1.538 0.155 0.16
H 3.764 1.185 2.679 0.09
H 3.301 2.069 1.228 0.11
H 4.933 2.277 1.902 0.12
H 5.414 -2.216 -1.183 0.13
H 4.562 -1.065 -1.781 0.02
C -3.546 -0.543 -2.537 -0.05
C -4.711 0.510 -2.431 -0.36
C -4.532 1.381 -1.134 -0.18
O -5.560 2.375 -1.114 -0.19
C -5.649 3.133 0.085 -0.09
N -4.569 1.470 -3.521 0.04
H -3.316 -1.114 -1.638 0.04
H -2.586 -0.128 -2.844 0.05
H -3.870 -1.280 -3.271 0.08
H -5.679 0.018 -2.527 0.14
H -3.566 1.878 -1.043 0.10
H -4.721 0.701 -0.302 0.11
H -6.574 3.703 0.174 0.10
H -4.750 3.716 0.283 0.06
H -5.704 2.497 0.968 0.08
H -5.150 2.262 -3.285 0.07
H -3.630 1.800 -3.351 0.02
C -0.781 -4.237 -2.740 -0.02
C -1.158 -3.816 -1.260 -0.39
C -1.378 -5.122 -0.410 -0.16
O -2.314 -6.012 -1.056 -0.17
C -3.662 -5.575 -0.817 -0.09
N -0.089 -3.003 -0.791 0.05
H -1.352 -5.086 -3.115 0.09
H 0.269 -4.470 -2.916 0.05
H -0.969 -3.371 -3.376 0.07
H -2.058 -3.209 -1.357 0.11
H -1.781 -4.839 0.563 0.11
H -0.411 -5.618 -0.327 0.10
H -3.938 -4.608 -1.239 0.08
H -3.885 -5.485 0.246 0.08
H -4.451 -6.254 -1.142 0.09
H -0.308 -2.584 0.102 0.05
H -0.091 -2.267 -1.482 0.07
C 1.919 -4.375 1.796 -0.05
C 2.784 -4.430 0.606 -0.38
C 2.444 -5.599 -0.420 -0.16
O 3.535 -5.585 -1.257 -0.21
C 3.572 -6.624 -2.251 -0.05
N 2.801 -3.138 -0.041 0.01
H 2.154 -5.242 2.414 0.11
H 0.864 -4.494 1.548 0.08
H 2.064 -3.503 2.433 0.08
H 3.813 -4.455 0.965 0.14
H 1.537 -5.479 -1.012 0.11
H 2.355 -6.565 0.078 0.15
H 4.222 -6.258 -3.046 0.09
H 2.616 -6.793 -2.748 0.10
H 4.004 -7.579 -1.954 0.10
H 3.213 -3.406 -0.923 0.05
H 1.817 -3.026 -0.243 0.05
C -2.695 2.229 5.211 -0.05
C -3.082 3.504 4.394 -0.39
C -3.334 3.083 2.901 -0.21
O -2.249 2.787 2.085 -0.20
C -1.623 3.910 1.535 -0.11
N -4.319 4.025 4.941 0.04
H -2.006 1.541 4.720 0.04
H -3.590 1.623 5.352 0.08
H -2.342 2.538 6.195 0.08
H -2.270 4.229 4.458 0.11
H -4.128 3.576 2.340 0.10
H -3.894 2.152 2.992 0.11
H -0.872 3.547 0.834 0.07
H -1.046 4.540 2.211 0.08
H -2.352 4.521 1.003 0.09
H -4.509 4.885 4.448 0.08
H -4.233 4.361 5.890 0.08
```

Computed properties:
**Charge**: +2
**HOMO-LUMO gap (alpha / beta)**: 5.024 / 1.918 eV
**E**: -111358.9379 eV
**2S+1**: 6

***

# 2
Density functional theory data (ωB97M-V/def2-TZVPD) for C9H13O4PRh as an isolated structure at a distorted geometry.

```
28
Properties=species:S:1:pos:R:3:nbo_charge:R:1
Rh -0.001 0.028 0.916 -0.08
O -0.232 3.034 0.176 -0.29
C -0.111 1.918 0.432 0.54
C -0.097 -1.870 0.461 0.54
O -0.225 -2.993 0.228 -0.29
C 1.782 0.030 0.231 0.58
O 2.814 0.032 -0.290 -0.31
C -1.980 0.022 0.732 0.56
O -3.064 0.024 0.326 -0.29
C -0.143 0.656 -3.369 -0.23
H -1.064 1.211 -3.074 0.37
H 0.764 1.213 -3.035 0.37
C -0.139 -0.690 -3.360 -0.23
H 0.766 -1.227 -3.016 0.36
H -1.053 -1.232 -3.054 0.37
C -1.298 0.110 3.839 -0.90
P 0.447 0.073 3.125 1.26
C 1.421 1.618 3.275 -0.94
C 1.379 -1.502 3.329 -0.93
H -1.784 0.998 3.385 0.27
H -1.176 0.135 4.937 0.31
H -1.806 -0.785 3.427 0.27
H 1.881 1.581 4.269 0.31
H 2.148 1.593 2.444 0.26
H 0.733 2.465 3.125 0.28
H 1.834 -1.439 4.323 0.31
H 0.662 -2.327 3.205 0.28
H 2.103 -1.524 2.498 0.26
```

Computed properties:
**Charge**: +3
**HOMO-LUMO gap (alpha / beta)**: 8.015 / 4.519 eV
**E**: -29989.8889 eV
**2S+1**: 5

***

E of number 2 (C9H13O4PRh)?
-29989.8889 eV